Record 1
The following is a quantum chemistry calculation of a cluster of 2 separate species, C7H10N3 in total at a distorted geometry, from the Open Molecules 2025 dataset.

The energy relative to the best compared isomer or geometry (same formula, charge and spin) is 102.38 kcal per mole. The value obtained for the LUMO energy (alpha / beta) is -4.30 / -5.79 eV. The energy comes out at -436.603047 hartree.

```
! wB97M-V def2-TZVPD RIJCOSX def2/J DEFGRID3
* xyz 1 1
C -2.360 0.707 -0.334
C -1.250 1.544 -0.314
C -2.185 -0.655 -0.325
C 0.033 1.001 -0.276
C 0.121 -0.382 -0.247
C 1.257 1.850 -0.287
C -0.746 -2.605 -0.300
N 4.703 -0.238 -0.044
N 3.842 -0.897 -0.380
N -0.940 -1.168 -0.282
H -3.357 1.120 -0.353
H -1.376 2.618 -0.321
H -3.014 -1.347 -0.343
H 1.621 1.950 -1.310
H 1.049 2.844 0.098
H 2.043 1.389 0.307
H 0.059 -2.874 0.382
H -1.661 -3.118 -0.009
H -0.468 -2.927 -1.306
H 5.705 -0.326 0.157
*
```

Record 2
The following is a quantum chemistry calculation of a cluster of 2 separate species, C8H14NO4S in total at a distorted geometry, from the Open Molecules 2025 dataset.

The energy relative to the best compared isomer or geometry (same formula, charge and spin) is 38.88 kcal per mole. The value obtained for the LUMO energy is 3.50 eV. The energy comes out at -1067.154742 hartree.

```
! wB97M-V def2-TZVPD RIJCOSX def2/J DEFGRID3
* xyz -1 1
C -2.529 -0.606 1.686
C 1.057 0.221 -2.148
C -0.139 1.119 -2.236
C 0.639 -1.158 -1.671
C -0.636 1.403 -0.774
C -0.100 -1.048 -0.369
C -0.991 0.067 -0.160
C -1.575 -0.273 2.835
N -2.017 0.014 0.600
O 3.656 1.173 2.417
O -3.589 -1.163 1.791
O 1.605 1.714 1.085
O 1.671 -0.561 1.848
S 1.942 0.848 2.241
H 1.706 0.264 -3.046
H 1.754 0.554 -1.310
H 0.087 2.078 -2.740
H -1.138 0.673 -2.641
H 0.053 -1.712 -2.397
H 1.435 -1.892 -1.565
H 0.295 1.827 -0.315
H -1.330 2.121 -0.664
H -0.444 -1.922 0.070
H 0.743 -0.840 0.455
H -1.615 0.816 2.962
H -1.776 -0.720 3.728
H -0.423 -0.406 2.547
H 4.001 1.452 1.569
*
```

Record 3
The following is a quantum chemistry calculation of the molecule C25H25N5O4S at a distorted geometry, from the Open Molecules 2025 dataset.

The structure (SMILES) is O=C(CSc1nnc(-c2c[nH]c3ccccc23)n1C[C@H]1CCCO1)Nc1ccc2c(c1)OCCO2. The energy relative to the best compared isomer or geometry (same formula, charge and spin) is 53.20 kcal per mole. The value obtained for the LUMO energy is 0.59 eV. The energy comes out at -1940.616038 hartree.

```
! wB97M-V def2-TZVPD RIJCOSX def2/J DEFGRID3
* xyz 0 1
O -3.487 -4.052 -0.179
C -2.779 -3.346 0.506
C -1.480 -3.874 1.116
S -0.016 -3.391 0.135
C 0.196 -1.749 0.665
N -0.533 -1.152 1.575
N -0.135 0.126 1.643
C 0.841 0.302 0.793
C 1.426 1.595 0.527
C 0.679 2.740 0.415
N 1.489 3.802 0.161
C 2.788 3.377 0.123
C 3.961 4.092 -0.085
C 5.149 3.396 -0.035
C 5.174 2.025 0.235
C 4.015 1.309 0.439
C 2.796 1.982 0.359
N 1.100 -0.879 0.132
C 2.014 -1.131 -0.948
C 3.023 -2.242 -0.621
C 4.075 -2.416 -1.738
C 5.393 -2.044 -1.053
C 5.066 -2.325 0.412
O 3.724 -1.915 0.567
N -3.005 -2.055 0.833
C -4.023 -1.209 0.388
C -5.151 -1.660 -0.291
C -6.104 -0.754 -0.710
C -5.960 0.604 -0.457
C -4.844 1.053 0.253
C -3.879 0.147 0.665
O -4.663 2.381 0.564
C -5.838 3.146 0.418
C -6.520 2.814 -0.909
O -6.927 1.466 -0.922
H -1.320 -3.514 2.130
H -1.485 -4.963 1.082
H -0.385 2.846 0.494
H 1.183 4.752 0.038
H 3.939 5.156 -0.269
H 6.081 3.919 -0.192
H 6.129 1.523 0.293
H 4.039 0.259 0.680
H 2.540 -0.198 -1.159
H 1.441 -1.440 -1.830
H 2.471 -3.180 -0.463
H 4.093 -3.451 -2.077
H 3.861 -1.777 -2.592
H 5.608 -0.983 -1.188
H 6.237 -2.627 -1.411
H 5.160 -3.399 0.630
H 5.670 -1.760 1.122
H -2.259 -1.585 1.363
H -5.267 -2.710 -0.498
H -6.980 -1.081 -1.248
H -3.019 0.514 1.204
H -6.532 2.931 1.242
H -5.534 4.193 0.458
H -5.815 3.002 -1.732
H -7.420 3.413 -1.054
*
```

Record 4
The following is a quantum chemistry calculation of a cluster of 2 separate species, C2H6O in total at a distorted geometry, from the Open Molecules 2025 dataset.

The structure (SMILES) is C=C.O. The energy relative to the best compared isomer or geometry (same formula, charge and spin) is 33.94 kcal per mole. The value obtained for the LUMO energy is 1.05 eV. The energy comes out at -154.971731 hartree.

```
! wB97M-V def2-TZVPD RIJCOSX def2/J DEFGRID3
* xyz 0 1
C 1.694 -0.460 0.486
C 0.522 -0.004 0.908
H 1.843 -1.519 0.299
H 2.305 0.235 0.087
H -0.355 -0.294 1.399
H 0.457 1.107 0.696
O -1.846 0.325 -1.144
H -1.152 -0.205 -1.290
H -1.627 0.861 -0.404
*
```

Record 5
The following is a quantum chemistry calculation of a cluster of 2 separate species, C4H11NO2 in total, from the Open Molecules 2025 dataset.

The energy relative to the best compared isomer or geometry (same formula, charge and spin) is 139.58 kcal per mole. The value obtained for the LUMO energy is 0.73 eV. The energy comes out at -364.045739 hartree.

```
! wB97M-V def2-TZVPD RIJCOSX def2/J DEFGRID3
* xyz 0 1
C 0.331 0.387 0.210
C -0.380 -0.457 1.098
C 1.585 -0.080 -0.448
C -0.001 1.841 0.151
N 0.219 -1.682 1.575
O -1.164 -0.382 -1.114
O -1.713 -0.629 -2.445
H -2.355 0.091 -2.524
H 0.627 -2.217 0.817
H -0.481 -2.270 2.011
H -0.943 0.058 1.875
H -1.252 -0.704 0.186
H 1.461 -1.078 -0.870
H -1.002 2.042 0.532
H 2.388 -0.130 0.299
H 1.891 0.590 -1.250
H 0.070 2.218 -0.870
H 0.717 2.401 0.765
*
```

Record 6
The following is a quantum chemistry calculation of the molecule C3H9NOS at a distorted geometry, from the Open Molecules 2025 dataset.

The structure (SMILES) is NC[C@H](S)CO. The energy relative to the best compared isomer or geometry (same formula, charge and spin) is 16.33 kcal per mole. The value obtained for the LUMO energy is 0.86 eV. The energy comes out at -647.872060 hartree.

```
! wB97M-V def2-TZVPD RIJCOSX def2/J DEFGRID3
* xyz 0 1
N -0.807 -1.379 0.694
C 0.180 -0.380 1.135
C 0.143 0.874 0.249
S -1.568 1.473 -0.054
C 0.919 0.671 -1.045
O 0.416 -0.373 -1.881
H -0.453 -1.941 -0.076
H -1.116 -1.984 1.421
H 0.064 -0.103 2.182
H 1.204 -0.770 1.017
H 0.660 1.725 0.783
H -2.074 0.247 0.011
H 1.935 0.380 -0.721
H 0.986 1.645 -1.583
H -0.489 -0.084 -2.131
*
```

Record 7
The following is a quantum chemistry calculation of a cluster of 13 separate species, C44H103N3O36P8S2 in total at a distorted geometry, from the Open Molecules 2025 dataset.

The value obtained for the LUMO energy is 0.04 eV. The energy comes out at -8138.706636 hartree.

```
! wB97M-V def2-TZVPD RIJCOSX def2/J DEFGRID3
* xyz 0 1
C -2.861 5.515 -0.922
C -4.206 5.278 -0.260
C -5.296 5.888 -1.084
S -4.477 7.342 -1.961
O -4.961 8.588 -1.354
O -4.791 7.183 -3.344
C -2.782 6.994 -1.414
H -2.759 4.868 -1.793
H -1.990 5.182 -0.358
H -4.197 5.658 0.761
H -4.366 4.200 -0.285
H -6.262 6.261 -0.742
H -5.581 5.184 -1.865
H -2.597 7.565 -0.504
H -2.188 7.355 -2.254
C 6.444 -9.654 3.666
C 6.442 -9.583 5.144
C 5.057 -9.086 5.550
S 4.563 -7.788 4.258
O 5.062 -6.464 4.659
O 3.139 -7.889 3.847
C 5.730 -8.500 2.980
H 5.946 -10.530 3.250
H 7.479 -9.687 3.325
H 7.133 -8.839 5.539
H 6.625 -10.527 5.657
H 4.918 -8.683 6.553
H 4.318 -9.869 5.378
H 6.451 -7.714 2.754
H 5.334 -8.664 1.977
C 1.095 -5.524 -5.288
O 2.097 -6.208 -4.555
P 2.058 -7.922 -4.273
O 3.095 -8.402 -3.336
O 0.561 -8.083 -3.592
C 0.556 -7.737 -2.202
O 1.962 -8.692 -5.689
C 2.548 -9.934 -5.777
H 0.867 -5.934 -6.272
H 1.470 -4.523 -5.502
H 0.104 -5.482 -4.836
H 0.129 -8.531 -1.589
H -0.263 -7.026 -2.097
H 1.378 -7.222 -1.704
H 1.910 -10.740 -5.415
H 3.511 -10.136 -5.309
H 2.856 -9.986 -6.821
C 1.284 1.047 1.381
O -0.015 0.590 1.575
P -0.500 -0.692 0.790
O 0.520 -1.553 0.248
O -1.479 -1.357 1.886
C -1.100 -2.448 2.716
O -1.527 -0.045 -0.306
C -1.565 -0.696 -1.558
H 1.771 0.947 2.351
H 1.329 2.093 1.078
H 1.745 0.492 0.565
H -1.391 -1.921 3.625
H -0.123 -2.912 2.850
H -1.805 -3.135 2.247
H -0.585 -0.953 -1.961
H -2.058 -0.058 -2.292
H -2.217 -1.567 -1.481
C -0.906 9.470 -8.623
O -2.187 8.891 -8.622
P -2.486 7.343 -9.084
O -1.680 6.677 -10.152
O -2.489 6.508 -7.601
C -2.811 5.187 -7.672
O -4.091 7.405 -9.361
C -4.364 8.130 -10.566
H -0.093 8.756 -8.751
H -0.593 9.918 -7.679
H -1.025 10.274 -9.350
H -3.157 4.974 -6.660
H -1.920 4.592 -7.876
H -3.653 5.014 -8.342
H -4.975 7.434 -11.140
H -3.514 8.361 -11.208
H -5.044 8.981 -10.606
C 8.246 4.937 -6.818
O 8.320 4.304 -5.557
P 6.893 4.117 -4.855
O 6.222 5.366 -4.609
O 7.378 3.248 -3.605
C 7.152 3.727 -2.310
O 5.971 3.020 -5.790
C 4.809 2.582 -5.162
H 7.514 5.742 -6.888
H 8.193 4.183 -7.603
H 9.206 5.419 -7.002
H 7.731 4.641 -2.176
H 7.514 2.860 -1.759
H 6.079 3.909 -2.239
H 3.938 2.853 -5.757
H 4.598 2.817 -4.119
H 4.801 1.492 -5.134
C -2.425 4.990 6.321
O -2.772 6.163 7.015
P -1.944 7.539 6.818
O -2.094 8.112 5.400
O -0.354 7.366 7.335
C 0.585 6.955 6.371
O -2.472 8.490 8.119
C -1.746 9.607 8.521
H -2.641 4.114 6.933
H -1.363 5.054 6.083
H -2.854 4.832 5.331
H 0.321 6.995 5.314
H 1.126 6.060 6.679
H 1.208 7.849 6.370
H -2.399 10.476 8.609
H -1.066 9.988 7.759
H -1.301 9.688 9.513
C -11.166 -5.405 3.949
O -11.411 -6.667 3.328
P -10.606 -7.962 3.853
O -10.675 -8.193 5.359
O -11.097 -9.243 2.890
C -11.581 -9.019 1.539
O -9.081 -7.790 3.415
C -8.594 -6.972 2.272
H -12.107 -4.951 4.260
H -10.602 -4.692 3.347
H -10.655 -5.608 4.890
H -11.174 -9.787 0.882
H -11.244 -8.039 1.199
H -12.665 -8.951 1.625
H -8.242 -7.629 1.476
H -7.670 -6.502 2.608
H -9.458 -6.421 1.901
C 9.570 -3.354 -7.445
O 8.919 -3.945 -6.384
P 9.362 -3.870 -4.843
O 10.587 -3.080 -4.621
O 7.969 -3.353 -4.119
C 7.867 -2.962 -2.862
O 9.602 -5.436 -4.298
C 8.533 -6.376 -4.342
H 10.218 -2.542 -7.114
H 8.874 -3.067 -8.233
H 10.209 -4.027 -8.016
H 7.334 -3.838 -2.491
H 7.193 -2.106 -2.823
H 8.853 -2.812 -2.423
H 8.753 -7.334 -4.813
H 7.611 -5.985 -4.770
H 8.273 -6.598 -3.307
C 7.483 6.636 6.776
O 6.997 7.401 5.714
P 6.957 6.844 4.162
O 6.054 5.732 3.963
O 6.559 8.214 3.332
C 6.049 8.132 2.001
O 8.458 6.410 3.694
C 9.585 7.142 4.049
H 7.960 5.715 6.441
H 6.698 6.414 7.499
H 8.195 7.219 7.361
H 6.257 7.165 1.542
H 6.558 8.882 1.396
H 4.983 8.352 1.958
H 9.497 7.866 4.860
H 9.967 7.797 3.266
H 10.410 6.432 4.112
N -0.656 -6.730 8.354
C -1.294 -5.592 8.623
C -2.581 -5.782 8.243
C -2.671 -7.050 7.656
C -1.439 -7.619 7.707
H 0.332 -6.791 8.553
H -0.726 -4.716 8.898
H -3.326 -5.001 8.228
H -3.593 -7.408 7.222
H -1.057 -8.611 7.515
N -9.855 -0.357 -4.400
C -10.445 0.028 -3.199
C -9.443 -0.360 -2.280
C -8.387 -1.016 -2.915
C -8.595 -0.827 -4.274
H -10.493 -0.364 -5.183
H -11.460 0.343 -3.011
H -9.386 -0.160 -1.220
H -7.404 -1.264 -2.543
H -7.913 -1.148 -5.048
N -7.609 0.055 4.932
C -7.508 0.463 3.647
C -8.107 1.717 3.510
C -8.872 1.870 4.674
C -8.465 0.845 5.511
H -7.249 -0.754 5.419
H -7.038 -0.211 2.947
H -8.003 2.382 2.666
H -9.539 2.717 4.733
H -8.510 0.762 6.586
*
```

Record 8
The following is a quantum chemistry calculation of the ion C14H20N with charge +1 at a distorted geometry, from the Open Molecules 2025 dataset.

The structure (SMILES) is CC1=Cc2cccc[n+]2C(C)(C)C1(C)C. The energy relative to the best compared isomer or geometry (same formula, charge and spin) is 30.01 kcal per mole. The value obtained for the LUMO energy is -4.16 eV. The energy comes out at -599.942850 hartree.

```
! wB97M-V def2-TZVPD RIJCOSX def2/J DEFGRID3
* xyz 1 1
C 0.312 3.075 -0.313
C 0.447 1.602 -0.392
C 1.209 1.058 -1.308
C 1.417 -0.402 -1.379
C 2.446 -0.942 -2.162
C 2.534 -2.275 -2.313
C 1.680 -3.162 -1.689
C 0.574 -2.597 -1.013
N 0.380 -1.252 -0.877
C -0.703 -0.663 0.021
C -1.027 -1.635 1.132
C -1.980 -0.465 -0.844
C -0.169 0.685 0.630
C -1.290 1.388 1.476
C 0.979 0.254 1.593
H 1.050 3.583 -0.922
H 0.457 3.262 0.784
H -0.688 3.329 -0.773
H 1.746 1.658 -2.028
H 3.195 -0.302 -2.596
H 3.244 -2.677 -2.910
H 1.800 -4.183 -1.777
H -0.114 -3.173 -0.411
H -1.679 -2.310 0.790
H -1.394 -1.121 1.933
H -0.122 -2.165 1.507
H -1.793 0.478 -1.505
H -2.840 -0.093 -0.154
H -2.296 -1.274 -1.424
H -0.771 1.754 2.339
H -2.057 0.710 1.806
H -1.692 2.299 0.989
H 0.607 -0.239 2.559
H 1.494 1.117 2.066
H 1.649 -0.321 1.052
*
```